Record 1
This record from the Open Molecules 2025 dataset describes a molecular structure, C24H27N5O9PRuS in a non-equilibrium geometry. The level of theory is ωB97M-V/def2-TZVPD.

## Properties
Calculated total energy = -73878.3505 eV
⟨S²⟩ = 6.04
E_LUMO (alpha / beta) = -9.90 / -12.58 eV
Relative energy (zero: lowest compared OMol25 entry of this formula, charge and spin) = 17.1 kcal per mole

ORCA input file:
```
! wB97M-V def2-TZVPD RIJCOSX def2/J DEFGRID3
* xyz 3 5
Ru 10.484 7.314 18.526
C 14.754 10.364 19.374
O 14.461 8.963 18.968
C 13.130 8.660 18.984
O 12.817 7.693 18.258
N 12.339 9.298 19.872
N 10.976 8.838 19.995
H 15.861 10.437 19.328
H 14.538 10.583 20.401
H 14.242 11.041 18.636
H 12.680 9.902 20.645
H 10.358 9.626 19.786
H 10.745 8.448 20.937
O 9.438 3.559 24.323
N 8.410 3.807 23.667
O 7.346 3.237 23.792
C 8.535 4.880 22.754
C 7.369 5.517 22.476
C 7.338 6.417 21.406
C 6.220 7.129 21.007
C 6.313 8.006 19.938
C 7.506 8.099 19.168
N 8.639 7.499 19.566
C 8.560 6.622 20.644
C 9.796 6.008 21.042
N 10.907 6.277 20.266
C 12.034 5.711 20.739
C 12.098 4.782 21.708
C 11.014 4.448 22.446
C 9.789 5.116 22.127
H 6.400 5.204 22.979
H 5.284 7.048 21.573
H 5.393 8.428 19.447
H 7.639 8.683 18.240
H 13.005 6.011 20.303
H 13.136 4.330 21.711
H 11.046 3.549 23.095
O 11.185 6.667 11.157
C 9.956 7.118 11.544
O 8.996 6.809 10.895
C 9.926 7.926 12.855
C 8.749 7.884 13.633
C 8.808 8.397 14.896
C 10.017 8.824 15.443
S 10.203 9.209 17.140
C 11.061 9.146 14.562
C 11.064 8.609 13.275
H 11.823 6.522 11.924
H 7.793 7.373 13.307
H 7.875 8.465 15.510
H 11.877 9.784 14.916
H 11.917 8.813 12.652
C 8.264 4.078 17.016
O 9.711 4.185 17.335
P 10.668 5.472 17.008
O 12.038 4.880 17.539
C 12.462 3.632 18.062
O 10.783 5.458 15.401
C 11.075 4.565 14.316
H 8.187 4.475 16.024
H 7.705 4.637 17.774
H 8.055 2.972 17.146
H 12.182 2.812 17.392
H 12.120 3.429 19.110
H 13.603 3.705 18.109
H 11.583 3.634 14.635
H 11.806 5.122 13.716
H 10.202 4.449 13.701
*
```

=====

Record 2
This record from the Open Molecules 2025 dataset describes a molecular structure, C24H27N5PPd in a non-equilibrium geometry. The level of theory is ωB97M-V/def2-TZVPD.

## Properties
Calculated total energy = -45514.4157 eV
⟨S²⟩ = 6.15
E_LUMO (alpha / beta) = -10.55 / -13.34 eV
Relative energy (zero: lowest compared OMol25 entry of this formula, charge and spin) = 0.0 kcal per mole

ORCA input file:
```
! wB97M-V def2-TZVPD RIJCOSX def2/J DEFGRID3
* xyz 3 5
Pd -15.240 3.532 -4.002
C -17.093 1.168 -7.062
C -18.440 1.624 -7.070
C -18.707 2.876 -6.556
C -17.738 3.557 -5.784
N -16.529 3.028 -5.595
C -16.205 1.968 -6.324
N -18.147 4.747 -5.316
C -17.393 5.608 -4.645
N -16.184 5.361 -3.969
C -16.094 6.194 -2.857
N -15.316 6.112 -1.818
C -14.373 5.155 -1.636
C -13.721 5.208 -0.367
C -12.577 4.402 -0.142
C -12.090 3.600 -1.198
C -12.909 3.477 -2.338
N -14.060 4.134 -2.483
C -17.180 7.213 -2.955
C -17.612 8.171 -2.026
C -18.841 8.793 -2.249
C -19.619 8.394 -3.343
C -19.196 7.431 -4.242
C -17.971 6.836 -4.100
H -16.750 0.296 -7.585
H -19.260 1.014 -7.478
H -19.647 3.400 -6.722
H -15.128 1.690 -6.289
H -13.986 6.012 0.319
H -12.130 4.369 0.886
H -11.126 3.097 -1.147
H -12.591 2.843 -3.171
H -16.990 8.408 -1.133
H -19.183 9.516 -1.534
H -20.590 8.831 -3.574
H -19.819 7.105 -5.042
C -15.183 -1.280 -2.002
C -14.891 -0.231 -3.082
P -15.720 1.432 -2.892
C -17.488 0.959 -3.294
C -18.520 1.996 -2.978
C -15.801 1.430 -1.049
C -16.285 2.723 -0.428
H -14.987 -2.269 -2.454
H -16.238 -1.280 -1.753
H -14.573 -1.233 -1.107
H -15.270 -0.624 -4.019
H -13.790 -0.106 -3.161
H -17.636 0.001 -2.757
H -17.491 0.714 -4.355
H -18.999 1.764 -2.026
H -19.324 1.995 -3.724
H -18.123 3.046 -2.887
H -14.819 1.140 -0.726
H -16.489 0.575 -0.802
H -16.581 3.472 -1.193
H -15.566 3.162 0.272
H -17.189 2.506 0.156
*
```

=====

Record 3
This record from the Open Molecules 2025 dataset describes a molecular structure, C24H27NOSiSr in a non-equilibrium geometry. The level of theory is ωB97M-V/def2-TZVPD.

## Properties
Calculated total energy = -37570.6837 eV
E_LUMO (alpha / beta) = 0.01 / -0.28 eV
Relative energy (zero: lowest compared OMol25 entry of this formula, charge and spin) = 26.3 kcal per mole

ORCA input file:
```
! wB97M-V def2-TZVPD RIJCOSX def2/J DEFGRID3
* xyz 0 1
C 0.608 1.455 1.173
C -0.357 1.778 0.183
C -1.446 2.439 0.816
H -0.252 1.645 -0.889
C -1.153 2.538 2.195
C 0.119 1.929 2.425
H 0.667 1.933 3.376
H 1.587 1.016 1.001
H -2.312 2.877 0.316
H -1.744 3.105 2.924
Sr -1.385 -0.377 1.674
C -0.589 -1.302 -0.714
H 0.147 -1.050 0.085
H -0.774 -2.373 -0.749
H -1.596 -0.798 -0.592
Si -0.059 -1.229 -3.073
C 1.789 -0.991 -3.358
C 2.382 0.194 -2.889
H 1.746 0.947 -2.409
C 3.749 0.407 -3.089
H 4.136 1.359 -2.734
C 4.519 -0.494 -3.833
H 5.533 -0.211 -4.109
C 3.969 -1.728 -4.199
H 4.572 -2.438 -4.790
C 2.619 -2.007 -3.898
H 2.149 -2.976 -4.130
C -0.993 0.381 -3.362
C -0.450 1.326 -4.260
H 0.536 1.132 -4.700
C -1.097 2.558 -4.462
H -0.692 3.235 -5.210
C -2.267 2.896 -3.760
H -2.721 3.903 -3.860
C -2.815 1.931 -2.882
H -3.738 2.167 -2.327
C -2.252 0.645 -2.768
H -2.738 -0.087 -2.098
H 0.462 -1.360 -1.564
H -0.300 -2.368 -3.945
O -0.050 -2.263 2.319
C -0.496 -2.900 3.587
C -0.740 -1.846 4.660
C -0.294 -2.016 5.970
C -0.434 -0.963 6.862
C -1.071 0.217 6.477
C -1.539 0.276 5.178
N -1.305 -0.688 4.267
H 0.538 -2.885 1.859
H -1.338 -3.548 3.310
H 0.314 -3.587 3.888
H 0.239 -2.927 6.238
H -0.022 -1.053 7.858
H -1.228 1.062 7.148
H -2.129 1.115 4.860
*
```